Entry 1:
Entry from OMol25: a molecular structure, C46H38N3O8PS2W in a non-equilibrium geometry (ωB97M-V/def2-TZVPD).

```
! wB97M-V def2-TZVPD RIJCOSX def2/J DEFGRID3
* xyz 0 1
W -0.2979 -0.4532 -0.6897
O 1.6444 0.5376 0.3624
C 2.9050 0.4878 -0.2946
C 2.5931 -0.1012 -1.6810
O 3.4723 -0.3096 -2.4877
O 1.3373 -0.3395 -1.8660
C 3.8565 -0.4818 0.3974
C 5.1963 -0.5444 0.0167
C 6.0486 -1.4712 0.5954
C 5.5715 -2.3596 1.5541
C 4.2350 -2.3157 1.9178
C 3.3809 -1.3825 1.3393
C 3.4020 1.9212 -0.4393
C 4.3816 2.4486 0.3914
C 4.7562 3.7825 0.2756
C 4.1475 4.5974 -0.6666
C 3.1506 4.0791 -1.4868
C 2.7787 2.7499 -1.3720
H 1.6145 1.2210 1.0560
H 5.5639 0.1255 -0.7499
H 7.0893 -1.5015 0.2960
H 6.2373 -3.0850 2.0053
H 3.8471 -3.0137 2.6495
H 2.3348 -1.3719 1.6082
H 4.8543 1.8216 1.1372
H 5.5245 4.1818 0.9255
H 4.4451 5.6346 -0.7610
H 2.6569 4.7120 -2.2141
H 1.9845 2.3573 -1.9994
O -2.2450 -1.8960 -4.1855
C -2.0744 -1.3596 -3.1120
O -0.8878 -1.1555 -2.5907
C -3.2108 -0.8993 -2.2402
P -2.6628 -1.2265 -0.5622
C -2.9227 -3.0046 -0.2910
C -2.7025 -3.5689 0.9670
C -2.7856 -4.9385 1.1522
C -3.0772 -5.7687 0.0760
C -3.2867 -5.2216 -1.1780
C -3.2046 -3.8457 -1.3640
C -3.8682 -0.3755 0.5016
C -4.8336 -1.0516 1.2479
C -5.7124 -0.3420 2.0566
C -5.6342 1.0418 2.1249
C -4.6809 1.7191 1.3767
C -3.7993 1.0156 0.5704
H -4.1546 -1.3572 -2.5190
H -3.2837 0.1874 -2.3206
H -2.4718 -2.9329 1.8142
H -2.6113 -5.3624 2.1338
H -3.1351 -6.8406 0.2176
H -3.5060 -5.8621 -2.0231
H -3.3517 -3.4464 -2.3586
H -4.9127 -2.1287 1.1917
H -6.4599 -0.8744 2.6318
H -6.3134 1.5921 2.7648
H -4.6019 2.7972 1.4338
H -3.0403 1.5504 0.0082
C -0.7515 1.4423 -1.3872
C -0.9545 2.6424 -1.4445
C -1.1797 4.0639 -1.5116
C -2.2298 4.5898 -2.2677
C -2.4433 5.9590 -2.3176
C -1.6163 6.8210 -1.6078
C -0.5700 6.3079 -0.8496
C -0.3509 4.9394 -0.8015
H -2.8709 3.9126 -2.8176
H -3.2567 6.3556 -2.9127
H -1.7905 7.8896 -1.6413
H 0.0807 6.9762 -0.2982
H 0.4590 4.5296 -0.2099
S 0.7335 -3.0678 -0.7883
C 1.6835 -3.1887 -2.2042
N 2.9071 -3.7366 -2.2235
C 3.5270 -3.6680 -3.5467
C 2.4877 -2.8524 -4.3474
N 1.3622 -2.7953 -3.4209
H 3.3740 -3.9999 -1.3747
H 3.6761 -4.6666 -3.9573
H 4.4851 -3.1546 -3.4990
H 2.2048 -3.3396 -5.2782
H 2.8470 -1.8477 -4.5526
H 0.5069 -2.2650 -3.5643
O 0.6629 2.2849 2.2584
S -0.6973 1.8273 2.1926
O -1.7309 2.7675 1.9348
N -0.7665 0.4843 1.2323
C -0.6030 -0.6281 1.9344
O -0.3175 -1.6285 1.2886
C -0.8328 -0.4647 3.4013
C -0.9346 -1.4129 4.3830
C -1.2561 -0.9714 5.6692
C -1.4597 0.3779 5.9247
C -1.3295 1.3350 4.9219
C -1.0052 0.8725 3.6650
H -0.7795 -2.4609 4.1554
H -1.3531 -1.6867 6.4747
H -1.7235 0.6956 6.9258
H -1.4749 2.3889 5.1181
*
```

Calculated values
electronic energy	-101955.9744	eV
energy relative to the best compared isomer or geometry (same formula, charge and spin)	0.456	eV
LUMO (alpha / beta)	-0.6 / -0.6	eV
max |F|	1.78	eV Å⁻¹
frontier orbital gap (alpha / beta)	6.3 / 6.3	eV

Löwdin population analysis, charges in e, atoms 1 to 4: 1.454, -0.092, -0.296, -0.543

=====

Entry 2:
Entry from OMol25: a molecular structure, C46H39As2AuO3P in a non-equilibrium geometry (ωB97M-V/def2-TZVPD).

```
! wB97M-V def2-TZVPD RIJCOSX def2/J DEFGRID3
* xyz 1 1
Au -0.4424 0.1101 0.4213
C -3.4174 0.6581 -1.5645
C -2.3180 1.5271 -2.1592
As -1.2341 2.3029 -0.7385
C -2.5803 3.1052 0.3805
C -2.8637 2.5229 1.6076
C -3.9138 3.0012 2.3816
C -4.6734 4.0683 1.9261
C -4.3872 4.6580 0.6997
C -3.3451 4.1773 -0.0773
C -0.3195 3.7700 -1.5730
C 0.1069 3.6670 -2.8945
C 0.8621 4.6879 -3.4545
C 1.1971 5.8015 -2.6967
C 0.7753 5.9020 -1.3779
C 0.0221 4.8838 -0.8088
As -2.7291 -0.6240 -0.2361
C -2.9364 -2.3333 -1.1012
C -4.2084 -2.8474 -1.3414
C -4.3407 -4.0648 -1.9895
C -3.2084 -4.7612 -2.3982
C -1.9455 -4.2425 -2.1613
C -1.7992 -3.0251 -1.5063
C -4.0564 -0.5909 1.1641
C -5.3898 -0.2684 0.9255
C -6.2916 -0.2285 1.9811
C -5.8651 -0.5054 3.2727
C -4.5368 -0.8290 3.5112
C -3.6339 -0.8717 2.4587
H -3.9040 0.0757 -2.3485
H -4.1699 1.2767 -1.0748
H -2.7371 2.3429 -2.7518
H -1.6459 0.9446 -2.7922
H -2.2841 1.6754 1.9461
H -4.1431 2.5289 3.3288
H -5.4932 4.4437 2.5243
H -4.9812 5.4913 0.3483
H -3.1286 4.6407 -1.0332
H -0.1439 2.7980 -3.4885
H 1.1865 4.6139 -4.4838
H 1.7824 6.5971 -3.1379
H 1.0269 6.7777 -0.7935
H -0.3134 4.9716 0.2193
H -5.0960 -2.3170 -1.0155
H -5.3259 -4.4721 -2.1752
H -3.3167 -5.7103 -2.9065
H -1.0615 -4.7720 -2.4909
H -0.8113 -2.6046 -1.3517
H -5.7391 -0.0399 -0.0743
H -7.3276 0.0197 1.7928
H -6.5692 -0.4744 4.0939
H -4.2018 -1.0538 4.5158
H -2.5946 -1.1218 2.6505
O 1.9321 1.3858 -1.1898
C 1.6051 1.3999 -0.0812
C 2.1089 2.0097 1.1476
C 2.8468 3.1818 0.9951
C 3.3229 3.7779 2.1557
C 3.1044 3.1878 3.3849
C 2.4112 1.9923 3.5058
C 1.8951 1.3917 2.3686
P 0.9779 -0.1655 2.2770
C 0.3381 -0.3730 3.9515
C -0.7865 0.3589 4.3301
C -1.2840 0.2549 5.6171
C -0.6666 -0.5936 6.5315
C 0.4467 -1.3297 6.1555
C 0.9546 -1.2200 4.8666
C 2.2534 -1.4104 2.0088
C 3.5826 -1.2258 2.3920
C 4.5178 -2.2164 2.1348
C 4.1310 -3.3867 1.4944
C 2.8106 -3.5726 1.1090
C 1.8704 -2.5872 1.3618
H 3.0124 3.6185 0.0213
H 3.8692 4.7097 2.0917
H 3.4882 3.6661 4.2776
H 2.2677 1.5385 4.4782
H -1.2722 1.0117 3.6148
H -2.1545 0.8286 5.9071
H -1.0576 -0.6830 7.5361
H 0.9226 -1.9943 6.8638
H 1.8202 -1.8022 4.5768
H 3.8973 -0.3135 2.8838
H 5.5494 -2.0707 2.4252
H 4.8654 -4.1521 1.2819
H 2.5168 -4.4713 0.5845
H 0.8519 -2.7131 1.0163
O 1.7083 -2.6885 -2.3159
C 1.6418 -1.6557 -1.6776
O 0.5872 -1.1602 -1.1457
H 2.5699 -1.0614 -1.5343
*
```

Calculated values
electronic energy	-189129.6686	eV
energy relative to the best compared isomer or geometry (same formula, charge and spin)	0.000	eV
LUMO (alpha / beta)	-3.8 / -3.8	eV
max |F|	1.58	eV Å⁻¹
frontier orbital gap (alpha / beta)	6.7 / 6.7	eV

Löwdin population analysis, charges in e, atoms 1 to 4: 0.542, -0.385, -0.401, 1.272

=====

Entry 3:
Entry from OMol25: a molecular structure, C46H39BCl2N12O5Tl (ωB97M-V/def2-TZVPD).

```
! wB97M-V def2-TZVPD RIJCOSX def2/J DEFGRID3
* xyz -1 1
Tl 0.4095 0.5159 1.3470
C 3.5528 -1.1537 -3.9935
C 4.4393 -1.7586 -3.0962
C 4.4736 -1.3872 -1.7610
C 3.6068 -0.3881 -1.3465
C 3.2867 0.1737 -0.0322
N 3.9171 -0.1568 1.0874
C 3.4587 0.1571 2.2847
C 4.2105 -0.1216 3.5035
C 5.4693 -0.6642 3.7193
C 5.8882 -0.8194 5.0296
C 5.0721 -0.4333 6.1011
C 3.8220 0.1200 5.8851
C 3.4006 0.2711 4.5709
C 2.1774 0.7998 3.9829
N 1.2146 1.3529 4.7051
C 0.2148 2.0337 4.1737
N -0.0433 2.2325 2.8535
C -1.0505 3.1329 2.7273
N -1.5303 3.6870 1.6294
C -1.0398 3.4444 0.4200
N -0.0778 2.5667 0.0835
C 0.1428 2.6410 -1.2545
N 0.9913 1.9308 -1.9794
C 1.9133 1.1421 -1.4532
N 2.2807 1.0635 -0.1463
C 2.7266 0.2206 -2.2459
C 2.6827 -0.1579 -3.5791
C -0.7630 3.6270 -1.8408
C -0.9618 4.0703 -3.1395
C -1.9300 5.0400 -3.3471
C -2.6746 5.5601 -2.2827
C -2.4707 5.1201 -0.9844
C -1.5074 4.1448 -0.7790
C -1.5260 3.5041 4.0596
C -2.5307 4.3582 4.4850
C -2.7338 4.4825 5.8495
C -1.9438 3.7774 6.7647
C -0.9308 2.9349 6.3379
C -0.7347 2.8047 4.9709
N 2.2607 0.7010 2.6295
H 3.5375 -1.4824 -5.0246
H 5.0965 -2.5424 -3.4510
H 5.1396 -1.8667 -1.0568
H 6.0923 -0.9605 2.8867
H 6.8620 -1.2458 5.2335
H 5.4299 -0.5711 7.1139
H 3.1833 0.4201 6.7041
H 1.9717 0.2959 -4.2560
H -0.3799 3.6643 -3.9557
H -2.1183 5.4023 -4.3493
H -3.4214 6.3179 -2.4813
H -3.0393 5.5117 -0.1524
H -3.1348 4.8940 3.7660
H -3.5147 5.1343 6.2190
H -2.1312 3.8931 7.8241
H -0.3140 2.3887 7.0379
Cl -5.2617 -2.3738 1.5460
C -4.4300 -3.1135 0.1562
Cl -4.5846 -2.0695 -1.2799
C -2.9217 -3.3881 0.4201
O -2.5154 -4.4481 -0.0543
O -2.2996 -2.5094 1.0521
H -4.9443 -4.0433 -0.0646
C 3.7646 -3.5691 2.0262
N 2.4508 -4.0116 1.6193
C 1.3591 -3.1866 1.7294
N 0.1612 -3.7692 1.5238
O 1.5044 -1.9984 1.9951
H 4.5235 -4.0768 1.4294
H 3.9615 -3.7574 3.0865
H 3.8395 -2.4960 1.8452
H 2.2657 -5.0010 1.6418
H 0.1191 -4.6609 1.0557
H -0.6583 -3.1865 1.3471
C -3.8744 -2.1992 -5.8059
C -2.5763 -1.3814 -5.8528
C -2.9230 0.0863 -6.1275
C -1.7063 -1.8859 -7.0130
C -1.8504 -1.5392 -4.5156
C -1.0313 -2.6485 -4.2826
C -0.3607 -2.8550 -3.0802
C -0.5390 -1.9067 -2.1023
O 0.0246 -1.8195 -0.8542
B -0.4895 -0.6600 -0.3075
O -1.3697 -0.0367 -1.1800
C -1.3737 -0.8224 -2.3053
C -2.0314 -0.6047 -3.4925
H -4.3973 -2.1484 -6.7637
H -4.5386 -1.8193 -5.0290
H -3.6624 -3.2450 -5.5823
H -3.3277 0.1871 -7.1356
H -2.0387 0.7197 -6.0476
H -3.6758 0.4624 -5.4359
H -2.1590 -1.6046 -7.9651
H -1.6078 -2.9708 -7.0068
H -0.7067 -1.4524 -6.9662
H -0.9092 -3.3908 -5.0585
H 0.2695 -3.7173 -2.9210
H -2.6573 0.2676 -3.6025
N -2.6706 0.4147 2.8574
N -1.4811 -0.3809 3.0234
H -3.4907 -0.1896 2.9309
H -2.6724 0.7654 1.9009
H -1.6245 -1.3138 2.6291
H -1.3046 -0.4751 4.0191
*
```

Calculated values
electronic energy	-106876.5217	eV
energy relative to the best compared isomer or geometry (same formula, charge and spin)	0.000	eV
LUMO (alpha / beta)	1.0 / 1.0	eV
max |F|	0.66	eV Å⁻¹
frontier orbital gap (alpha / beta)	5.0 / 5.0	eV

Löwdin population analysis, charges in e, atoms 1 to 4: 1.118, -0.087, -0.089, -0.015

=====

Entry 4:
Entry from OMol25: a molecular structure, C46H39Br3ClN4OPrSSb in a non-equilibrium geometry (ωB97M-V/def2-TZVPD).

```
! wB97M-V def2-TZVPD RIJCOSX def2/J DEFGRID3
* xyz 1 3
Pr 0.4018 -0.2218 1.8727
C -3.1700 -1.2531 -0.0029
C -3.2601 -0.9398 1.4807
C -4.5466 -0.5332 1.9118
C -4.7696 -0.1943 3.2584
C -3.7222 -0.4140 4.2096
C -3.8304 -0.0670 5.5704
Br -5.3924 0.4710 6.4321
C -2.7215 -0.0212 6.3771
C -1.5030 -0.4541 5.9076
Br -0.0646 -0.6530 7.0260
C -1.3236 -0.7579 4.5335
O -0.0848 -0.8754 4.0599
C -2.4686 -0.8338 3.6649
N -2.2183 -1.0298 2.2925
H -3.2177 -0.3214 -0.6003
H -3.9507 -1.9291 -0.4318
H -2.1893 -1.6967 -0.2596
H -5.2860 -0.4568 1.1604
H -5.7214 0.2890 3.5133
H -2.7527 0.3776 7.4236
C 2.6545 3.3098 6.4911
C 2.9443 2.6116 5.1658
C 4.2003 2.6912 4.5309
C 4.4261 2.0663 3.2747
C 3.3504 1.3899 2.6761
Br 3.8442 0.3579 1.0794
N 2.2021 1.2137 3.3203
C 1.9651 1.8650 4.4896
H 2.8361 4.4130 6.4728
H 3.3475 2.9087 7.2825
H 1.6054 3.2103 6.7979
H 4.9696 3.4101 4.8650
H 5.3683 2.1757 2.7227
H 1.0081 1.6830 4.9899
Cl -2.7740 5.2813 -2.7542
C -2.1021 4.1870 -1.6041
C -0.7559 4.1387 -1.4093
C -0.1938 3.4278 -0.3447
C -1.0319 2.7999 0.5636
C -0.4942 2.2296 1.7630
C -2.4145 2.7744 0.3090
C -2.9547 3.5153 -0.7202
H -0.0092 4.6168 -2.0806
H 0.9228 3.3410 -0.2802
H -1.0918 2.1210 2.6847
H 0.5284 2.3570 2.0609
H -3.0410 2.3003 1.0641
H -4.0316 3.6201 -0.8496
S 0.4282 -0.3438 -0.8116
Sb 0.3553 -0.3563 -3.1567
C 1.4216 -1.9720 -4.0594
C 1.6452 -3.0160 -3.1554
C 2.2042 -4.1840 -3.6455
C 2.6675 -4.2342 -4.9508
C 2.6016 -3.1272 -5.7790
C 2.0119 -1.9668 -5.3083
C 1.3915 1.2678 -4.1641
C 2.4373 1.7328 -3.3975
C 3.3016 2.6821 -3.9538
C 2.9862 3.2202 -5.1954
C 2.0119 2.6632 -5.9786
C 1.2033 1.6877 -5.4566
C -1.5866 -0.2754 -4.0594
C -2.2713 -1.4422 -4.3403
C -3.6120 -1.3647 -4.8154
C -4.1642 -0.0963 -5.0591
C -3.4807 1.0669 -4.7509
C -2.1622 0.9925 -4.3237
H 1.3319 -2.8869 -2.1249
H 2.2882 -5.0637 -3.0033
H 3.1110 -5.1165 -5.3467
H 2.9660 -3.2403 -6.7747
H 1.9647 -1.0597 -5.9264
H 2.5986 1.3895 -2.4057
H 4.2138 2.9830 -3.3925
H 3.6387 3.9689 -5.6771
H 1.8701 3.0187 -6.9987
H 0.3990 1.2311 -6.0868
H -1.9432 -2.4342 -4.1169
H -4.1215 -2.3099 -5.0643
H -5.2060 -0.1313 -5.4194
H -4.0445 2.0101 -4.7879
H -1.6352 1.9321 -4.0912
N -0.6661 -3.9236 2.6108
C 0.6131 -4.0124 2.1249
C 1.0650 -5.2454 1.5801
C 2.4384 -5.4363 1.5299
C 3.3080 -4.3320 1.8205
C 2.7592 -3.0967 2.0247
N 1.4305 -2.9004 2.1661
H -1.2950 -4.6837 2.4855
H -1.0138 -3.0310 2.9190
H 0.3312 -6.0307 1.3024
H 2.9179 -6.3789 1.3241
H 4.3710 -4.4280 1.6330
H 3.4318 -2.2276 2.0962
*
```

Calculated values
electronic energy	-310428.9646	eV
energy relative to the best compared isomer or geometry (same formula, charge and spin)	2.119	eV
LUMO (alpha / beta)	-2.7 / -2.7	eV
max |F|	2.87	eV Å⁻¹
frontier orbital gap (alpha / beta)	5.7 / 5.8	eV

Löwdin population analysis, charges in e, atoms 1 to 4: 0.726, -0.034, -0.308, 0.000

=====

Entry 5:
Entry from OMol25: a molecular structure, C46H39F3N3P2Pd in a non-equilibrium geometry (ωB97M-V/def2-TZVPD).

```
! wB97M-V def2-TZVPD RIJCOSX def2/J DEFGRID3
* xyz -1 1
Pd 0.7399 -0.0636 -0.1860
C -2.1140 -1.4296 1.2857
N -1.2320 -1.0523 2.4136
C -0.9636 0.3276 2.7160
P 0.3823 1.1402 1.6340
C 1.9967 1.1123 2.4351
C 3.2147 0.9998 1.7023
C 4.3822 0.7624 2.3845
C 4.4074 0.8663 3.7607
C 3.2440 1.0128 4.4966
C 2.0202 1.0590 3.8311
C 0.0080 2.9189 1.7966
C -1.2035 3.3877 1.3039
C -1.7112 4.6140 1.6845
C -0.9614 5.4816 2.4909
C 0.2977 5.0626 2.9524
C 0.7984 3.7941 2.6053
C -0.6138 -2.1137 3.1018
C -1.3610 -3.2753 3.4090
C -0.7566 -4.3404 4.0435
C 0.5963 -4.2922 4.3740
C 1.2854 -3.1326 4.1775
C 0.7471 -2.0724 3.4589
P -1.3034 -1.2452 -0.3986
C -2.8032 -1.1318 -1.4042
C -3.5629 -2.3149 -1.5486
C -4.6954 -2.3248 -2.3471
C -5.1547 -1.1517 -2.9818
C -4.4763 0.0381 -2.6979
C -3.3133 0.0645 -1.9096
C -0.6045 -2.9036 -0.8594
C -0.3005 -3.0573 -2.2013
C 0.3020 -4.2117 -2.6740
C 0.4853 -5.3103 -1.8281
C 0.1341 -5.1322 -0.4690
C -0.3622 -3.9208 0.0280
H -2.9485 -0.6972 1.2718
H -2.5169 -2.4497 1.4692
H -0.7741 0.4089 3.8107
H -1.9206 0.8668 2.4697
H 3.2230 1.0846 0.5907
H 5.3060 0.5824 1.8250
H 5.3726 0.8203 4.2132
H 3.2950 1.1627 5.5599
H 1.0564 1.0561 4.3956
H -1.7714 2.7440 0.6530
H -2.6839 4.9208 1.2737
H -1.3401 6.4439 2.7527
H 0.8926 5.7012 3.5638
H 1.8120 3.5814 2.8016
H -2.4462 -3.3324 3.1839
H -1.3635 -5.2012 4.2785
H 1.0805 -5.1585 4.8412
H 2.3397 -3.0974 4.4925
H 1.3609 -1.2044 3.1505
H -3.3039 -3.2312 -0.9926
H -5.1487 -3.2527 -2.6124
H -6.0084 -1.2287 -3.6329
H -4.7792 0.9929 -3.1268
H -2.7382 0.9865 -1.7997
H -0.5847 -2.2789 -2.9346
H 0.5831 -4.1831 -3.7461
H 0.6920 -6.2807 -2.2072
H 0.2261 -5.9969 0.1390
H -0.4965 -3.8573 1.0917
F -3.8700 6.2094 -5.1830
C -2.7596 5.5680 -5.6515
F -2.0587 6.4755 -6.3481
F -3.2388 4.6504 -6.6367
C -2.0253 4.8667 -4.5750
C -2.2186 5.1972 -3.2434
C -1.7160 4.3408 -2.2644
C -0.9834 3.2010 -2.6555
C -0.7478 2.9093 -4.0372
C -1.2795 3.7526 -4.9878
C -0.4372 2.4021 -1.6033
C -0.0046 1.5245 -0.8725
H -2.8310 6.0533 -2.9435
H -1.8787 4.5274 -1.2350
H -0.0988 2.0430 -4.2845
H -1.2169 3.5007 -6.0553
N 6.1431 -2.2123 -1.1497
C 4.7707 -2.1494 -1.2079
C 4.0062 -2.5505 -0.0605
C 2.7351 -2.0974 -0.0327
N 2.1505 -1.2773 -0.9694
C 2.8076 -1.0928 -2.1218
C 4.1298 -1.5129 -2.2878
H 6.6118 -2.6078 -0.3507
H 6.6808 -2.2860 -2.0057
H 4.4013 -3.1224 0.7716
H 2.0504 -2.3812 0.7842
H 2.2249 -0.6770 -2.9480
H 4.6897 -1.3222 -3.2010
*
```

Calculated values
electronic energy	-83011.7769	eV
energy relative to the best compared isomer or geometry (same formula, charge and spin)	3.068	eV
LUMO	2.5	eV
max |F|	4.18	eV Å⁻¹
frontier orbital gap	4.2	eV

Löwdin population analysis, charges in e, atoms 1 to 4: 0.383, -0.279, -0.214, -0.281